# 1
118
Properties=species:S:1:pos:R:3 method="wB97M-V/def2-TZVPD" charge=-1 e_tot_ha=-6019.21846
C 4.99 -6.39 -4.83
C 3.97 -6.13 -3.79
O 3.42 -6.94 -3.14
N 3.81 -4.68 -3.43
H 4.65 -4.17 -3.74
H 3.07 -4.28 -4.03
C 3.50 -4.33 -2.00
H 5.92 -5.95 -4.44
H 4.78 -5.92 -5.79
H 5.07 -7.45 -5.02
H 2.54 -4.80 -1.83
H 3.50 -3.26 -1.86
H 4.28 -4.78 -1.39
C -3.83 2.02 3.92
C -4.04 3.19 3.03
O -4.80 3.21 2.12
N -3.45 4.52 3.41
H -3.93 5.14 2.75
H -3.67 4.83 4.36
C -1.98 4.56 3.00
H -2.85 1.87 4.38
H -3.92 1.13 3.29
H -4.56 2.01 4.74
H -1.69 4.40 1.97
H -1.44 3.79 3.56
H -1.57 5.49 3.39
C 3.73 0.29 -0.53
N 3.03 1.31 0.33
C 2.91 0.83 1.77
C 3.98 2.51 0.35
C 1.71 1.60 -0.34
C 1.05 2.96 -0.17
O 0.82 3.25 1.19
H 3.99 0.60 -1.53
H 3.26 -0.69 -0.54
H 4.64 0.10 0.05
H 2.25 1.53 2.28
H 3.95 0.79 2.07
H 2.39 -0.13 1.75
H 4.99 2.15 0.48
H 3.57 3.13 1.15
H 3.70 3.03 -0.57
H 1.06 0.78 -0.03
H 1.98 1.60 -1.40
H 0.09 2.90 -0.70
H 1.57 3.79 -0.66
H 1.03 4.19 1.35
C -4.66 -4.51 -2.50
C -3.66 -4.02 -1.45
C -4.05 -2.74 -0.72
C -3.94 -1.50 -1.63
N -4.49 -0.24 -1.05
C -3.75 0.24 0.18
C -2.51 0.91 -0.38
C -2.86 1.39 -1.80
C -4.30 0.96 -1.99
C -5.99 -0.35 -0.80
C -6.86 -0.67 -2.00
C -8.35 -0.44 -1.82
H -5.63 -4.83 -2.13
H -4.27 -5.29 -3.15
H -4.75 -3.63 -3.13
H -2.71 -3.84 -1.96
H -3.54 -4.81 -0.70
H -3.28 -2.59 0.04
H -4.99 -2.89 -0.18
H -4.22 -1.72 -2.66
H -2.85 -1.36 -1.67
H -4.43 0.93 0.66
H -3.59 -0.62 0.83
H -2.11 1.69 0.27
H -1.69 0.19 -0.44
H -2.68 2.47 -1.85
H -2.15 1.11 -2.58
H -4.99 1.79 -1.85
H -4.39 0.54 -2.99
H -6.30 0.50 -0.18
H -6.05 -1.18 -0.10
H -6.64 -1.68 -2.34
H -6.46 0.00 -2.78
H -8.70 0.59 -1.91
H -8.70 -0.76 -0.83
H -8.93 -1.03 -2.53
P 6.61 -1.75 -2.98
F 5.72 -2.90 -2.23
F 5.26 -1.23 -3.68
F 6.36 -0.69 -1.77
F 7.52 -0.71 -3.79
F 7.91 -2.32 -2.23
F 6.82 -2.86 -4.20
P -0.54 -0.59 4.91
F -1.84 -1.41 5.54
F 0.00 -2.00 4.29
F -1.43 -0.37 3.57
F 0.69 0.23 4.22
F -1.05 0.73 5.65
F 0.29 -0.98 6.26
P 1.34 6.01 3.45
F 2.56 5.24 2.67
F 2.33 6.18 4.71
F 1.84 7.42 2.88
F 0.11 6.86 4.14
F 0.35 5.73 2.15
F 0.81 4.65 4.11
P 0.75 -1.81 -3.30
F 1.50 -0.44 -3.66
F 1.48 -1.90 -1.88
F -0.50 -1.04 -2.53
F -0.09 -3.20 -2.95
F -0.08 -1.76 -4.70
F 1.88 -2.70 -4.00
P 6.49 1.61 4.35
F 8.04 1.92 4.00
F 6.22 3.17 4.70
F 6.05 1.99 2.83
F 4.96 1.22 4.68
F 6.69 0.02 4.08
F 6.94 1.47 5.93

# 2
51
Properties=species:S:1:pos:R:3 method="wB97M-V/def2-TZVPD" smiles=C[Si](C)(C)c1cnc2ccccc2n1.COCCOCCOC charge=0 e_tot_ha=-1289.27599
C 1.46 -0.03 -0.32
Si 0.86 -1.76 -0.69
C -0.03 -1.82 -2.34
C -0.28 -2.38 0.64
C 2.30 -2.99 -0.80
C 3.67 -2.59 -0.90
N 4.66 -3.42 -1.03
C 4.34 -4.74 -1.05
C 5.36 -5.71 -1.17
C 5.04 -7.03 -1.19
C 3.70 -7.45 -1.08
C 2.69 -6.54 -0.97
C 2.99 -5.17 -0.94
N 1.98 -4.26 -0.82
H 1.83 0.47 -1.21
H 2.23 0.01 0.45
H 0.61 0.54 0.04
H -0.82 -1.07 -2.41
H 0.67 -1.66 -3.16
H -0.46 -2.81 -2.46
H -1.26 -1.90 0.59
H 0.12 -2.23 1.64
H -0.44 -3.46 0.51
H 3.91 -1.53 -0.91
H 6.38 -5.38 -1.24
H 5.82 -7.77 -1.29
H 3.46 -8.51 -1.11
H 1.65 -6.83 -0.89
C -2.28 0.79 1.31
O -2.44 2.15 1.01
C -3.70 2.41 0.42
C -3.89 3.90 0.22
O -4.28 4.59 1.40
C -3.22 4.98 2.26
C -2.57 6.29 1.87
O -1.67 6.10 0.80
C -1.15 7.32 0.32
H -2.37 0.17 0.41
H -1.29 0.66 1.74
H -3.02 0.44 2.04
H -4.51 2.03 1.07
H -3.77 1.91 -0.55
H -4.72 4.04 -0.48
H -2.99 4.34 -0.21
H -2.46 4.19 2.33
H -3.67 5.10 3.24
H -2.04 6.70 2.74
H -3.36 7.00 1.57
H -1.95 7.96 -0.08
H -0.45 7.09 -0.47
H -0.63 7.87 1.12

# 3
85
Properties=species:S:1:pos:R:3 method="wB97M-V/def2-TZVPD" charge=-1 relative_energy_kcal_mol=69.9
Tl 0.71 -0.50 0.72
N -1.95 0.67 1.22
N -2.15 3.14 -0.58
C -0.35 -1.32 -2.46
C -1.71 -0.98 -2.31
C -2.29 -1.85 -1.35
C -3.67 -1.76 -0.84
H -4.36 -1.49 -1.64
H -3.75 -1.00 -0.05
H -3.99 -2.73 -0.42
C -1.29 -2.76 -0.92
C -1.42 -3.84 0.08
H -1.20 -4.82 -0.38
H -2.45 -3.89 0.47
H -0.74 -3.71 0.93
C -0.08 -2.44 -1.61
C 1.21 -3.12 -1.42
H 1.56 -3.07 -0.37
H 1.99 -2.69 -2.05
H 1.12 -4.19 -1.67
C -2.39 0.13 -3.00
H -3.48 0.00 -3.00
H -2.05 0.22 -4.04
H -2.17 1.10 -2.51
C 0.64 -0.61 -3.31
H 1.03 0.29 -2.82
H 0.17 -0.28 -4.25
H 1.49 -1.26 -3.55
C -1.80 0.09 2.43
H -1.37 -0.92 2.44
C -2.10 0.72 3.64
H -1.78 0.24 4.57
C -2.81 1.92 3.61
H -3.05 2.46 4.52
C -3.21 2.41 2.38
H -3.80 3.32 2.26
C -2.80 1.75 1.18
C -3.16 2.38 -0.07
H -3.81 1.89 -0.80
C -1.56 3.00 -1.82
C -1.39 4.06 0.20
H -1.68 4.36 1.19
C -0.29 4.33 -0.50
H 0.54 4.96 -0.26
N -0.34 3.58 -1.69
C 0.74 3.32 -2.58
C 0.43 3.14 -3.94
C 1.47 2.83 -4.82
H 1.24 2.71 -5.88
C 2.79 2.70 -4.38
C 3.91 2.46 -5.35
H 4.24 1.42 -5.34
H 4.78 3.08 -5.09
H 3.60 2.71 -6.37
C 3.05 2.80 -3.01
H 4.06 2.64 -2.64
C 2.04 3.10 -2.08
C 2.38 3.10 -0.63
H 2.32 4.10 -0.19
H 3.42 2.78 -0.52
H 1.77 2.41 -0.03
C -0.95 3.32 -4.46
H -1.22 4.38 -4.54
H -1.71 2.83 -3.81
H -1.02 2.88 -5.46
C 2.39 -0.55 3.68
N 2.03 -1.80 4.34
C 2.31 -1.87 5.77
C 1.09 -2.58 3.74
O 0.54 -2.24 2.65
N 0.72 -3.75 4.36
C 1.71 -4.60 5.01
C -0.45 -4.43 3.83
H 3.15 -0.05 4.29
H 1.53 0.12 3.56
H 2.82 -0.77 2.69
H 1.42 -2.15 6.34
H 3.11 -2.59 5.97
H 2.65 -0.88 6.09
H 1.54 -4.62 6.10
H 1.61 -5.62 4.63
H 2.72 -4.25 4.81
H -1.25 -3.71 3.63
H -0.22 -4.97 2.89
H -0.79 -5.16 4.57

# 4
80
Properties=species:S:1:pos:R:3 method="wB97M-V/def2-TZVPD" charge=0 relative_energy_kcal_mol=45.5
Pt -0.17 -0.02 -0.57
O 3.75 0.35 1.20
S 2.38 0.75 1.33
O 1.90 0.96 2.66
O 1.55 -0.33 0.54
C 2.21 2.30 0.44
C 3.39 2.82 -0.06
C 3.41 4.08 -0.65
C 2.25 4.82 -0.74
C 1.05 4.31 -0.27
C 1.03 3.05 0.32
S -0.58 2.46 0.76
O -1.25 2.05 -0.53
O -1.25 3.50 1.49
O -0.43 1.21 1.52
H 4.29 2.22 0.02
H 4.34 4.47 -1.03
H 2.26 5.81 -1.20
H 0.12 4.86 -0.34
N -1.19 -1.14 0.87
C -0.70 -2.46 1.28
C -0.94 -3.44 0.15
C 0.35 -3.94 -0.45
C 1.29 -2.80 -0.81
N 0.59 -1.71 -1.51
H -0.99 -0.44 1.59
H -2.20 -1.15 0.68
H -1.21 -2.78 2.19
H 0.35 -2.36 1.52
H -1.52 -2.93 -0.62
H -1.53 -4.29 0.48
H 0.11 -4.53 -1.34
H 0.88 -4.61 0.23
H 2.09 -3.19 -1.44
H 1.76 -2.36 0.06
H -0.12 -2.04 -2.16
H 1.31 -1.14 -2.05
Cl -6.77 -0.19 -2.74
C -5.93 -0.23 -4.26
C -6.59 0.34 -5.34
C -6.03 0.32 -6.60
C -4.80 -0.29 -6.78
C -4.15 -0.85 -5.71
Cl -2.61 -1.61 -5.97
C -4.68 -0.85 -4.40
N -3.99 -1.53 -3.41
C -4.17 -1.46 -2.00
C -4.49 -2.61 -1.31
C -4.70 -2.57 0.07
C -4.54 -1.37 0.75
C -4.14 -0.24 0.05
C -3.94 -0.26 -1.33
C -3.38 0.95 -2.04
C -2.11 0.63 -2.83
O -1.96 1.05 -3.94
O -1.22 -0.24 -2.27
H -7.56 0.79 -5.18
H -6.55 0.77 -7.44
H -4.33 -0.33 -7.76
H -3.19 -2.05 -3.74
H -4.62 -3.54 -1.86
H -4.98 -3.47 0.60
H -4.74 -1.32 1.81
H -3.97 0.70 0.59
H -3.10 1.70 -1.31
H -4.08 1.38 -2.76
Br 1.19 -0.61 -5.89
C 0.88 1.20 -5.39
C 0.45 2.04 -6.41
C 0.19 3.37 -6.14
C 0.36 3.87 -4.86
C 0.78 3.03 -3.85
C 1.06 1.69 -4.10
C 1.43 0.82 -2.95
O 2.16 -0.14 -3.11
O 0.93 1.20 -1.77
H 0.31 1.64 -7.40
H -0.17 4.02 -6.93
H 0.16 4.92 -4.65
H 0.89 3.40 -2.83

# 5
16
Properties=species:S:1:pos:R:3 method="wB97M-V/def2-TZVPD" charge=0 relative_energy_kcal_mol=178.4
C 1.62 -0.72 -0.42
C 0.35 2.00 0.38
C 0.25 -0.61 0.19
C -0.35 0.69 0.41
O -0.07 -1.70 1.06
O -3.26 -0.97 -0.70
C -2.08 -0.64 -0.79
C -0.88 0.04 -0.63
H 0.60 -2.40 1.03
H -3.70 -0.51 0.05
H 2.39 -0.51 0.34
H 1.80 -1.73 -0.80
H 1.77 -0.03 -1.25
H -0.25 2.74 0.91
H 1.33 1.95 0.86
H 0.50 2.38 -0.64

# 6
7
Properties=species:S:1:pos:R:3 method="wB97M-V/def2-TZVPD" charge=0 relative_energy_kcal_mol=81.0
N 0.19 0.37 -0.05
O 1.34 1.36 -2.30
P 1.46 0.99 -0.91
Br 1.94 2.82 0.38
Br 3.75 -1.58 0.15
H 0.47 -0.50 0.40
H -0.78 0.16 -0.38